Entry from OMol25: a single C3H4ClNO molecule (ωB97M-V/def2-TZVPD).

Output
HOMO (spin up / spin down) in eV: -8.17 / -9.87
Expectation value of S²: 2.05
Multiplicity: 3
Net charge: 0

Element x y z (Å)
C -0.330 -0.560 -0.035
C 1.005 -0.211 0.065
H -1.474 1.047 0.976
N 1.885 -1.255 0.024
Cl 1.490 1.469 0.028
H -1.100 1.190 -0.850
O 3.071 -0.886 -0.015
H -0.568 -1.557 -0.046
C -1.454 0.509 -0.018
H -2.525 0.254 -0.129



Entry from OMol25: C3H4ClNO2 as an isolated structure (ωB97M-V/def2-TZVPD).

Output
HOMO in eV: -9.38
Net charge: 0

Element x y z (Å)
H 1.895 0.180 -1.259
H 1.402 -0.433 0.438
C -1.142 -1.411 0.309
Cl -2.653 0.661 -0.108
H -0.124 -1.571 0.487
C 0.253 1.083 -0.145
C 1.490 0.417 -0.242
O -2.135 -2.075 0.518
O -0.063 2.179 -0.232
N -1.192 -0.174 -0.087
H 2.269 1.144 0.321



Entry from OMol25: a 2-piece molecular cluster, C3H4ClNO2 overall (ωB97M-V/def2-TZVPD).

Output
HOMO in eV: -10.85
Net charge: 0

Element x y z (Å)
H -1.316 -1.478 1.726
Cl 3.192 0.367 1.504
C -1.044 0.035 -1.172
O 0.426 -1.291 0.689
H -1.742 0.800 -1.503
O -1.582 -0.506 0.035
C 2.262 1.388 0.692
C -0.751 -1.130 0.838
H -0.967 -0.755 -1.922
H -0.061 0.469 -0.991
N 1.584 2.100 0.104



Entry from OMol25: C3H4ClNS as an isolated structure (ωB97M-V/def2-TZVPD).

Output
HOMO in eV: -7.83
Net charge: 0

Element x y z (Å)
C 1.065 -0.174 -0.047
H 1.482 -0.826 -0.913
H -1.385 -0.278 -2.012
C -1.462 0.270 -1.042
Cl 1.859 1.448 -0.055
H -0.414 1.331 1.709
N -0.959 0.907 0.920
C -0.354 0.157 -0.074
H 1.416 -0.634 0.906
S -2.454 1.032 0.062



Number 1: calculated total energy -706.74710 hartree. Number 2: calculated total energy -782.04015 hartree. Number 3: calculated total energy -782.10509 hartree. Number 4: calculated total energy -1029.74359 hartree.